Entry i
The following is a quantum chemistry calculation of a 6-piece molecular cluster, C6H12Cl12 overall, from the OMol25 dataset.

Atoms and positions in Å:
Cl (-21.7699, 19.8827, -7.2633)
C (-20.1745, 19.3931, -7.8349)
Cl (-18.8735, 20.0229, -6.8212)
H (-20.1221, 18.3151, -7.8144)
H (-20.0403, 19.7628, -8.8400)
Cl (-24.4229, 13.3076, -4.8301)
C (-23.6274, 13.0593, -6.3810)
Cl (-23.1862, 14.6032, -7.1895)
H (-22.7059, 12.5178, -6.2250)
H (-24.2849, 12.5168, -7.0401)
Cl (-20.8976, 10.3798, -6.0849)
C (-20.4628, 10.6342, -7.7854)
Cl (-20.4541, 12.3258, -8.1964)
H (-19.4825, 10.2008, -7.9178)
H (-21.1970, 10.1312, -8.3947)
Cl (-17.3542, 9.6281, -5.8310)
C (-16.1925, 10.8413, -5.2920)
Cl (-16.9427, 12.2682, -4.6008)
H (-15.5972, 10.3865, -4.5180)
H (-15.5972, 11.1484, -6.1350)
Cl (-15.6445, 20.3117, -4.1410)
C (-15.9033, 18.9594, -5.2626)
Cl (-14.8390, 17.5909, -4.8972)
H (-16.9219, 18.6358, -5.1242)
H (-15.7271, 19.3079, -6.2664)
Cl (-18.0945, 15.2749, -3.6335)
C (-19.0276, 15.2428, -5.1438)
Cl (-18.6556, 16.6395, -6.1475)
H (-18.7804, 14.3314, -5.6683)
H (-20.0779, 15.2815, -4.8926)

Calculated values
net charge = 0
Kohn-Sham gap = 11.1 eV
E_HOMO = -10.73 eV

---

Entry ii
The following is a quantum chemistry calculation of a 6-piece molecular cluster, C6H12Cl12 overall, from the OMol25 dataset.

Atoms and positions in Å:
Cl (-0.1879, 5.7908, 0.7450)
C (-0.0827, 4.0450, 0.5456)
Cl (-1.2134, 3.2453, 1.6341)
H (-0.2364, 3.7082, -0.4796)
H (0.9216, 3.6714, 0.7457)
Cl (2.9008, -0.4777, 2.8718)
C (3.8170, -1.7951, 3.6637)
Cl (3.2428, -3.3624, 3.0676)
H (4.8770, -1.6427, 3.4602)
H (3.6771, -1.7141, 4.7416)
Cl (1.2825, 1.6517, -1.5281)
C (1.7194, 0.3630, -0.3981)
Cl (3.4781, 0.1097, -0.6771)
H (1.5022, 0.6860, 0.6200)
H (1.1706, -0.5529, -0.6172)
Cl (-0.5926, -0.9669, -2.7811)
C (-0.5752, -2.7691, -2.8953)
Cl (0.8727, -3.4536, -2.1521)
H (-1.4554, -3.1841, -2.4042)
H (-0.6474, -3.0389, -3.9489)
Cl (-2.6574, 1.0169, -0.4005)
C (-2.5612, 1.9898, -1.9040)
Cl (-3.0024, 3.7281, -1.5704)
H (-1.5664, 1.9045, -2.3413)
H (-3.2957, 1.6049, -2.6114)
Cl (-0.5527, -2.1455, 0.6713)
C (-2.3832, -2.1789, 0.8322)
Cl (-2.9137, -1.4175, 2.3927)
H (-2.8191, -1.6077, 0.0125)
H (-2.7188, -3.2082, 0.7053)

Calculated values
net charge = 0
Kohn-Sham gap = 10.8 eV
E_HOMO = -10.46 eV

---

Of them, entry ii has the lowest stability.

---

Entry i
The following is a quantum chemistry calculation of a 2-piece molecular cluster, H4OS2 overall, from the OMol25 dataset.

Atoms and positions in Å:
S (-0.6745, 0.5131, -0.7580)
S (-0.2730, -1.4741, -0.2432)
H (-0.4232, 0.6486, 0.5506)
H (-0.8209, -1.6129, -1.4932)
O (1.5937, 1.6555, 1.5860)
H (1.3478, 0.9423, 2.2842)
H (2.3069, 2.1554, 1.9895)

Calculated values
net charge = 0
Kohn-Sham gap = 8.6 eV
E_HOMO = -8.28 eV

---

Entry ii
The following is a quantum chemistry calculation of a 2-piece molecular cluster, H4OS2 overall, from the OMol25 dataset.

Atoms and positions in Å:
S (-1.2270, 0.1811, -1.2856)
S (-0.8428, -1.7921, -0.7033)
H (-0.9718, 0.7109, -0.0860)
H (-1.1852, -2.2711, -1.9053)
O (1.2217, 1.2925, 1.0780)
H (1.0667, 0.3556, 1.2257)
H (1.9384, 1.5231, 1.6765)

Calculated values
net charge = 0
Kohn-Sham gap = 8.8 eV
E_HOMO = -8.45 eV

---

Of them, entry i has the lowest stability.

---

Entry i
The following is a quantum chemistry calculation of a 2-piece molecular cluster, C2H5B overall, from the OMol25 dataset.

Atoms and positions in Å:
B (0.5236, 0.7019, -1.0011)
C (-0.6919, -1.1207, 0.4507)
C (0.2883, -0.2688, 0.0663)
H (1.2967, 1.2418, -1.6645)
H (-0.5920, 2.7244, 0.1769)
H (-0.4652, -1.6770, 1.3337)
H (-1.3659, -1.4279, -0.3349)
H (1.0064, -0.1738, 0.9730)

Calculated values
net charge = 0
Kohn-Sham gap (alpha / beta) = 9.1 / 6.7 eV
E_HOMO (alpha / beta) = -9.49 / -7.33 eV

---

Entry ii
The following is a quantum chemistry calculation of one molecule with the formula C2H5B, from the OMol25 dataset.

Atoms and positions in Å:
B (0.3612, -0.7294, 0.9189)
C (-0.5528, -0.0295, 0.0191)
C (-0.0228, 0.7753, -0.9368)
H (0.0789, -0.8050, 1.9453)
H (1.5729, -0.9307, 0.5130)
H (-1.6416, -0.0716, 0.0340)
H (-0.5333, 1.4137, -1.5039)
H (1.0183, 1.0712, -0.8636)

Calculated values
net charge = 0
Kohn-Sham gap = 10.2 eV
E_HOMO = -10.31 eV

---

Of them, entry i has the lowest stability.